Entry 1:
80
Properties=species:S:1:pos:R:3:forces:R:3:lowdin_charge:R:1 method="wB97M-V/def2-TZVPD" spin_multiplicity=1 charge=0 total_energy_ev=-100026.743 max_force_ev_per_a=0.84 gap_ha=0.275 e_lumo_ev=-0.47
C -4.361 -0.642 1.210 0.3 -0.2 -0.1 0.0248
C -3.554 -1.514 0.277 0.0 0.0 -0.3 -0.5133
O -4.104 -2.130 -0.613 0.0 -0.3 0.2 0.0318
N -2.164 -1.652 0.455 -0.3 0.2 0.7 -0.1200
C -1.799 -3.036 0.771 0.1 0.0 -0.5 -0.0405
C -1.461 -0.653 1.274 0.1 -0.3 0.0 -0.1951
C -1.088 0.585 0.486 0.1 -0.2 0.1 -0.1682
C 0.047 0.218 -0.472 0.0 0.3 0.1 -0.1695
C 0.135 1.029 -1.780 0.7 0.0 0.2 -0.1680
C 0.421 0.128 -2.947 0.0 0.1 -0.2 -0.1370
C 1.779 0.008 -3.464 -0.2 0.1 0.5 -0.0973
C 2.920 0.786 -2.855 0.0 0.2 0.1 -0.1093
C 3.232 2.073 -3.607 -0.1 0.0 0.0 -0.1587
O 2.235 3.054 -3.288 -0.1 -0.1 -0.1 -0.0225
C 1.619 3.669 -4.313 -0.4 0.3 0.0 -0.3457
O 0.564 4.217 -4.201 0.4 -0.1 0.1 0.1022
C 2.091 -0.838 -4.482 0.2 -0.3 -0.5 -0.1597
C 3.478 -1.041 -5.019 0.1 -0.1 0.3 -0.0220
C 1.048 -1.623 -5.042 -0.2 0.0 0.1 -0.3140
N 1.163 -2.514 -6.032 0.3 0.0 -0.1 -0.2357
S -0.290 -3.131 -6.270 0.0 0.0 0.0 1.0142
N -1.128 -2.338 -5.170 -0.2 0.0 0.1 -0.2601
C -0.277 -1.517 -4.537 -0.1 -0.3 -0.3 -0.3650
C -0.595 -0.625 -3.481 -0.1 0.1 0.0 -0.2768
P -2.344 -0.564 -2.965 -0.1 0.4 0.0 0.4808
S -3.145 1.161 -2.523 -0.1 0.0 0.1 0.1852
H -3.879 -0.533 2.175 -0.1 0.2 0.1 0.0587
H -5.310 -1.148 1.352 -0.2 0.1 -0.1 0.0892
H -4.509 0.326 0.738 -0.1 0.1 0.1 0.0908
H -0.719 -3.097 0.872 0.1 0.0 0.0 0.0781
H -2.268 -3.385 1.696 0.0 0.0 0.1 0.0942
H -2.102 -3.689 -0.042 -0.1 -0.1 0.0 0.0850
H -1.971 -0.399 2.202 -0.2 0.0 0.0 0.0964
H -0.522 -1.121 1.548 0.1 -0.1 0.3 0.0865
H -0.709 1.289 1.226 -0.2 0.4 -0.1 0.1060
H -1.946 1.006 -0.039 0.0 0.1 0.1 0.0607
H 0.967 0.387 0.087 0.2 -0.2 -0.1 0.0970
H 0.012 -0.853 -0.670 -0.1 -0.1 -0.2 0.1097
H 0.965 1.710 -1.670 0.0 0.4 -0.1 0.0858
H -0.736 1.648 -1.966 -0.2 -0.2 0.0 0.0459
H 2.732 1.037 -1.816 0.0 0.0 0.1 0.1158
H 3.827 0.181 -2.845 0.0 -0.1 -0.1 0.1157
H 3.207 1.879 -4.680 0.1 0.1 -0.1 0.1106
H 4.213 2.457 -3.334 0.0 0.1 0.1 0.1301
H 2.182 3.655 -5.259 0.1 -0.2 0.0 0.1458
H 4.016 -0.109 -5.169 0.0 0.0 -0.1 0.0742
H 4.061 -1.627 -4.305 0.1 0.0 0.0 0.0940
H 3.444 -1.605 -5.944 0.0 0.0 -0.1 0.0724
H -2.977 -1.118 -4.073 0.1 -0.3 -0.1 -0.0232
H -2.445 -1.562 -1.989 0.1 0.0 -0.1 -0.0215
O -1.964 2.110 3.517 0.0 -0.1 -0.1 -0.2748
S -2.650 1.962 4.765 0.0 0.1 0.1 0.5554
O -3.698 0.995 4.882 0.0 -0.1 -0.1 -0.2752
O -3.178 3.380 5.231 0.0 -0.1 0.1 -0.2621
C -3.972 4.140 4.285 -0.2 0.2 -0.3 -0.2408
C -5.389 3.623 4.158 0.1 -0.2 0.1 -0.0692
C -1.486 1.713 6.059 0.0 0.0 0.0 -0.1196
H -3.458 4.154 3.323 0.1 -0.1 0.0 0.1151
H -3.963 5.152 4.682 0.1 0.0 0.1 0.1215
H -5.414 2.634 3.703 0.0 0.0 0.0 0.0700
H -5.968 4.303 3.534 0.0 0.0 0.0 0.0837
H -5.860 3.552 5.138 0.0 0.1 0.0 0.0853
H -0.704 2.463 5.978 0.0 0.0 0.0 0.0744
H -1.077 0.714 5.923 0.0 0.0 0.0 0.0752
H -2.003 1.784 7.012 0.0 0.0 0.0 0.0759
O 1.876 -1.329 1.859 -0.1 0.0 -0.1 -0.2785
S 3.239 -1.136 2.254 0.1 0.0 0.1 0.5625
O 4.071 -0.265 1.484 -0.1 0.0 -0.1 -0.2714
O 3.935 -2.551 2.398 0.1 0.0 0.0 -0.2596
C 3.832 -3.461 1.274 -0.1 -0.3 -0.3 -0.2407
C 4.750 -3.087 0.129 0.0 0.2 0.0 -0.0685
C 3.313 -0.665 3.945 0.0 0.0 0.1 -0.1165
H 2.790 -3.513 0.956 0.0 0.1 0.0 0.1117
H 4.103 -4.429 1.688 0.0 0.0 0.1 0.1225
H 4.448 -2.149 -0.334 0.0 0.0 0.0 0.0653
H 4.721 -3.871 -0.629 0.0 0.0 0.0 0.0831
H 5.775 -2.972 0.481 0.0 0.0 0.0 0.0863
H 2.697 -1.345 4.527 0.0 0.0 0.0 0.0755
H 2.926 0.350 4.002 0.0 0.0 0.0 0.0781
H 4.350 -0.695 4.269 0.0 0.0 0.0 0.0767

***

Entry 2:
70
Properties=species:S:1:pos:R:3:forces:R:3:lowdin_charge:R:1 method="wB97M-V/def2-TZVPD" spin_multiplicity=3 charge=+2 total_energy_ev=-64767.561 max_force_ev_per_a=3.99 gap_ha="0.212 / 0.227" e_lumo_ev="-6.59 / -6.20" s2=2.0071
Pr 0.720 0.845 -1.192 -0.9 -0.1 3.0 1.1847
P 2.557 -1.426 -0.593 0.6 -0.7 -0.5 0.8352
C 2.693 -1.727 -2.422 0.2 0.4 0.1 -0.2910
C 1.377 -1.893 -3.150 -0.1 0.1 0.0 -0.3024
N 0.270 -1.204 -2.726 -0.1 -0.8 -0.3 -0.0007
C -0.928 -1.594 -3.260 0.0 0.1 0.0 -0.2865
C -1.033 -2.520 -4.287 0.1 -0.3 -0.3 0.0032
C 0.114 -3.100 -4.803 -0.2 0.3 0.4 0.0093
C 1.321 -2.797 -4.193 0.3 -0.6 -0.2 0.0003
C -2.233 -1.079 -2.712 0.2 0.1 0.4 -0.2685
P -2.072 0.445 -1.708 -0.5 -0.3 -0.6 0.8052
H 2.214 -3.350 -4.490 -0.2 0.4 0.1 0.1373
H -2.015 -2.821 -4.667 0.4 0.3 0.2 0.1421
H 0.054 -3.810 -5.612 0.1 -0.1 -0.1 0.1310
H -2.923 -0.822 -3.533 0.2 -0.4 0.3 0.1085
H -2.716 -1.848 -2.081 0.3 0.2 -0.3 0.1211
H 3.323 -0.898 -2.821 -0.4 -0.5 -0.1 0.1069
H 3.268 -2.669 -2.474 -0.1 0.5 -0.5 0.1026
H 1.574 3.564 -3.045 0.0 -1.5 -0.2 0.1018
O 1.645 2.569 -3.154 1.0 0.7 -0.1 -0.1290
H 2.450 2.404 -3.722 -1.2 0.4 0.8 0.1136
H -0.958 4.014 -0.878 0.8 0.7 -1.0 0.0654
O -0.397 4.274 -1.661 -1.1 0.0 0.9 -0.0738
H -0.764 5.146 -1.943 0.4 -0.9 0.3 0.0905
C -2.417 1.600 -3.067 -0.1 0.1 -0.2 -0.2407
H -3.433 1.316 -3.396 0.4 0.5 -0.1 0.0650
H -2.359 2.652 -2.746 -0.1 -0.4 -0.4 0.0481
H -1.705 1.381 -3.885 -0.3 0.4 0.2 0.0685
C -3.657 0.412 -0.858 -0.4 0.0 0.5 -0.2244
H -3.728 1.286 -0.199 -0.2 -0.3 0.0 0.0640
H -4.461 0.454 -1.615 0.3 0.0 0.3 0.0730
H -3.769 -0.525 -0.285 0.1 0.5 0.0 0.0552
C 2.700 -3.166 -0.063 -0.5 -0.6 0.2 -0.2361
H 3.637 -3.565 -0.495 -0.4 0.3 0.2 0.0622
H 2.754 -3.252 1.032 -0.2 0.0 -0.4 0.0540
H 1.876 -3.776 -0.462 0.1 0.2 0.4 0.0661
C 4.296 -1.010 -0.306 0.1 0.3 0.0 -0.2532
H 4.409 -0.766 0.755 0.3 0.1 -0.2 0.0658
H 4.928 -1.873 -0.579 -0.2 0.5 0.2 0.0702
H 4.546 -0.159 -0.946 0.3 0.1 0.3 0.0474
C -0.960 4.154 2.376 -0.6 0.3 -0.1 -0.0696
C 0.191 3.172 2.352 -0.1 0.1 0.3 -0.4033
C 1.342 3.785 3.123 0.6 0.1 0.3 -0.0592
C -0.253 1.887 3.018 0.0 -0.5 -0.2 -0.1291
C -0.677 1.913 4.361 0.1 -1.0 -0.4 -0.0221
C -1.073 0.702 4.932 0.0 -0.3 0.0 -0.0592
C -0.998 -0.514 4.234 0.3 0.6 -0.1 -0.0269
C -0.533 -0.578 2.913 -0.2 0.3 0.1 -0.1143
C -0.427 -1.943 2.204 0.2 0.1 -0.1 -0.3738
C 0.442 -2.945 2.986 0.2 0.0 0.1 -0.0670
C -1.822 -2.493 1.906 -0.3 -0.1 0.0 -0.0557
C -0.233 0.664 2.276 -0.4 0.0 2.0 -0.2555
O 0.076 0.700 0.980 1.3 0.2 -3.8 -0.3751
H -1.209 4.349 3.427 -0.1 0.1 -0.3 0.0875
H -1.850 3.735 1.901 -0.1 0.0 0.0 0.0795
H -0.750 5.115 1.894 0.2 -0.1 0.1 0.0848
H 0.508 2.963 1.324 0.0 0.0 0.0 0.0986
H 1.016 3.977 4.153 0.2 0.0 -0.2 0.0857
H 2.198 3.109 3.165 0.0 0.0 0.1 0.0870
H 1.695 4.729 2.696 -0.2 -0.1 0.0 0.0878
H -0.693 2.824 4.982 0.0 -0.5 -0.6 0.1243
H -1.427 0.677 5.959 0.1 0.1 -0.2 0.1097
H -1.295 -1.419 4.762 0.1 0.1 -0.2 0.1167
H 0.078 -1.796 1.244 0.0 0.2 -0.1 0.0848
H 0.013 -3.224 3.957 0.1 0.1 -0.2 0.0846
H 0.644 -3.879 2.442 -0.4 0.2 -0.1 0.0765
H 1.429 -2.509 3.167 -0.1 0.1 0.2 0.0790
H -2.403 -1.759 1.340 -0.1 0.1 0.2 0.0598
H -1.856 -3.419 1.314 0.4 0.1 0.2 0.0833
H -2.333 -2.694 2.854 -0.1 0.1 -0.2 0.0893